Molecular formula: C28H22F6MnN4O12PS2
Method: DFT, the ωB97M-V functional and the def2-TZVPD basis

Properties
LUMO (spin up / spin down), Eh: -0.07054 / -0.04683
Energy relative to the best compared isomer or geometry (same formula, charge and spin), kcal/mol: 48.9
Spin multiplicity: 5
HOMO (spin up / spin down), eV: -8.8000 / -8.9010
<S²>: 6.45
HOMO-LUMO gap (spin up / spin down), eV: 6.88 / 7.63
E_tot, eV: -138499.810

Last column: Löwdin spin population.
CARTESIAN COORDINATES (ANGSTROEM)
Mn: -0.338 1.467 -0.597  4.3187
C: -1.339 -4.167 1.381  -0.0003
C: -1.202 -4.070 0.002  0.0000
C: -0.373 -3.101 -0.544  0.0002
C: 0.344 -2.233 0.281  0.0017
C: 0.194 -2.331 1.662  0.0004
C: -0.647 -3.292 2.207  0.0001
P: 1.402 -0.999 -0.549  0.0100
C: 2.953 -1.923 -0.842  0.0040
C: 3.111 -3.270 -0.539  0.0012
C: 4.319 -3.908 -0.795  0.0000
C: 5.376 -3.205 -1.350  0.0011
C: 5.224 -1.858 -1.655  -0.0001
C: 4.019 -1.223 -1.409  0.0013
C: 1.889 0.120 0.802  -0.0425
C: 2.891 -0.075 1.759  -0.0216
C: 3.102 0.881 2.737  0.0183
C: 2.324 2.036 2.782  -0.0214
C: 1.331 2.258 1.836  -0.0397
C: 1.167 1.289 0.871  -0.3743
H: -1.994 -4.916 1.807  0.0000
H: -1.751 -4.738 -0.649  0.0000
H: -0.287 -3.012 -1.622  0.0002
H: 0.724 -1.654 2.321  0.0001
H: -0.760 -3.353 3.283  0.0000
H: 2.297 -3.829 -0.097  0.0001
H: 4.430 -4.957 -0.554  0.0000
H: 6.316 -3.704 -1.548  0.0001
H: 6.045 -1.303 -2.090  0.0000
H: 3.907 -0.174 -1.654  0.0001
H: 3.496 -0.973 1.722  -0.0036
H: 3.875 0.729 3.479  0.0006
H: 2.491 2.771 3.560  -0.0037
H: 0.723 3.153 1.864  -0.0049
F: 2.777 1.553 -2.823  0.0002
C: 2.135 1.349 -3.978  0.0006
F: 2.839 1.892 -4.961  0.0002
F: 2.022 0.043 -4.183  0.0002
S: 0.461 2.114 -3.896  0.0045
O: -0.186 1.420 -2.791  0.0290
O: -0.094 1.972 -5.193  0.0032
N: 0.767 3.621 -3.555  0.0015
S: 0.737 4.176 -2.101  0.0036
O: 0.949 3.168 -1.056  0.0081
O: -0.345 5.091 -1.858  0.0001
C: 2.275 5.184 -2.043  0.0003
F: 2.375 5.727 -0.835  0.0001
F: 2.216 6.141 -2.956  0.0002
F: 3.332 4.416 -2.270  0.0001
O: -5.479 -3.880 1.710  0.0006
N: -5.016 -3.133 2.549  0.0003
O: -5.256 -3.188 3.739  0.0004
C: -4.094 -2.093 2.099  0.0021
C: -3.492 -1.263 3.043  -0.0002
C: -2.623 -0.318 2.594  0.0017
C: -2.248 -0.134 1.230  0.0039
O: -1.382 0.750 0.952  0.0119
C: -2.897 -1.023 0.335  0.0024
C: -3.803 -1.984 0.764  -0.0005
N: -2.610 -0.989 -1.081  0.0018
O: -1.776 -0.188 -1.513  0.0265
O: -3.199 -1.753 -1.810  0.0026
N: -1.966 0.557 3.574  0.0003
O: -1.253 0.021 4.399  0.0001
O: -2.187 1.745 3.497  0.0004
H: -3.706 -1.381 4.096  0.0000
H: -4.260 -2.648 0.046  0.0000
C: -4.171 2.517 -0.726  0.0004
C: -3.089 3.158 0.112  0.0040
O: -1.805 3.075 -0.550  0.0406
H: -5.126 2.558 -0.200  0.0001
H: -3.935 1.471 -0.923  0.0000
H: -4.280 3.025 -1.684  0.0000
H: -2.974 2.664 1.075  0.0001
H: -3.302 4.212 0.295  0.0008
H: -1.589 3.917 -0.982  0.0013